1.
97
Properties=species:S:1:pos:R:3:forces:R:3 method="wB97M-V/def2-TZVPD" total_charge=+2 homo_lumo_gap_ev=1.4 molar_mass_g_mol=665.6 total_energy_ha=-2089.74727
Y 2.59009 -2.62240 -4.70001 -0.9653 -0.5933 0.2153
O 1.43890 -1.46756 1.52764 -0.3673 -0.1260 0.1467
C 1.52266 -1.59625 0.24081 -1.1304 -0.2124 -0.8877
O 2.59876 -1.40165 -0.32561 1.6594 0.1875 -1.1214
O 0.57867 -1.88745 -0.51281 -0.9517 -0.3747 -0.4333
H 2.36503 -1.22324 1.59243 0.9226 0.4708 1.8757
C -2.32268 -6.44128 -5.66967 -1.3783 -1.3293 0.0788
C -1.14251 -5.87174 -5.03234 1.0996 0.4823 1.3564
C -0.31424 -6.91693 -4.23646 -0.6861 0.3488 0.2803
O 0.74815 -6.29157 -3.56023 0.1872 0.7126 0.0519
C 1.42348 -7.16112 -2.68665 0.2717 -0.0365 0.9184
N -0.30448 -5.25109 -6.01867 1.6829 0.6747 -0.7582
H -2.97756 -5.66274 -6.06093 0.1130 -0.1708 -0.3355
H -2.89164 -6.97571 -4.90890 -0.2718 -0.1511 -0.1107
H -2.00162 -7.17129 -6.41272 -0.3910 0.0377 -0.3309
H -1.49732 -5.07030 -4.38433 0.3079 -0.1402 0.6228
H 0.09272 -7.76964 -4.77993 -0.1002 0.1129 -0.9120
H -0.98706 -7.39451 -3.52418 -0.2071 0.1316 0.3394
H 2.08756 -7.86464 -3.18882 -0.0694 -0.0669 -0.2359
H 0.74909 -7.70683 -2.02672 -0.3428 -0.2322 -0.2451
H 2.00873 -6.57258 -1.98010 0.2035 0.2368 -0.2809
H -0.07048 -6.01333 -6.63862 0.6443 -0.0307 -0.4414
H -0.80038 -4.60714 -6.61827 -0.4159 0.2093 0.1167
C 4.92428 5.27976 -0.92202 -0.3304 0.2606 -0.2464
C 4.32501 6.15776 -2.01366 -0.3016 1.1972 1.6551
C 4.07921 7.62370 -1.58408 0.1692 1.7255 0.5223
O 3.01830 8.00341 -0.61472 1.4287 -1.8076 -1.4252
C 2.68780 9.39057 -0.60729 0.0773 -1.2500 0.4868
N 5.30337 6.16661 -3.12322 -1.4702 0.0305 0.6447
H 4.24477 5.11084 -0.08666 -0.0462 -0.0232 -0.1169
H 5.83790 5.73218 -0.53638 0.0926 -0.1495 -0.1092
H 5.13548 4.34346 -1.43860 0.2327 -0.3365 0.5135
H 3.29436 5.84918 -2.18869 -0.0643 -0.7694 -0.8039
H 3.94483 8.20520 -2.49617 -0.5432 0.0847 -0.2978
H 5.01656 8.05013 -1.22682 0.3165 -0.1427 0.4692
H 3.48027 9.96050 -0.12224 0.2265 0.2733 -0.3860
H 1.84101 9.40844 0.07879 -0.2202 0.4002 -0.3830
H 2.45377 9.69470 -1.62751 -0.0545 0.4693 0.1509
H 4.83987 6.52849 -3.94439 0.1655 0.1066 -0.3516
H 5.50742 5.19194 -3.29199 0.3222 -0.0571 -0.3168
C -5.29610 -3.90614 0.54369 -0.7482 -1.6310 0.7311
C -5.65910 -2.60303 1.16548 -0.1420 1.4771 -1.8300
C -5.23985 -2.35795 2.60294 0.9118 -0.8112 0.2326
O -5.71307 -3.40320 3.43882 -1.0987 0.5216 -1.0685
C -5.34295 -3.26151 4.77425 1.2106 0.0516 0.5725
N -5.03341 -1.59075 0.25000 -0.3951 -0.1660 1.6786
H -5.49681 -4.01106 -0.52253 0.1716 0.6848 -0.0464
H -5.96116 -4.65771 0.96903 0.3743 -0.3430 0.2937
H -4.26115 -4.16482 0.76747 0.0636 -0.1289 -0.0501
H -6.73364 -2.42091 1.14886 -0.1889 -0.1640 -0.2857
H -5.51768 -1.34790 2.90413 -0.6149 0.0102 0.2900
H -4.15019 -2.33105 2.60749 0.5481 -0.2115 0.2448
H -5.77271 -4.00091 5.45004 -0.4695 -0.1069 -0.5655
H -5.54822 -2.26915 5.17574 -0.1014 0.1524 -0.0635
H -4.26914 -3.44620 4.80501 0.3886 0.2338 0.4093
H -4.07175 -1.85036 0.08295 0.2290 -0.1134 -0.2746
H -5.01279 -0.69897 0.72372 -0.1046 0.5645 -0.2564
C 2.31430 -4.37663 6.71361 1.5174 1.3696 1.2458
C 2.09582 -3.07023 7.59265 -0.1495 -0.4778 -0.5679
O 1.13331 -2.18922 7.02861 -0.1038 -0.0211 -0.2629
O 1.21471 -5.02265 6.23751 -1.7464 -0.8464 -0.1198
H 2.90680 -5.08357 7.29435 -0.1750 -0.0663 0.2448
H 2.95589 -4.16060 5.85932 0.3594 0.6829 -0.0998
H 3.05734 -2.57160 7.71484 0.3177 0.0244 -0.3198
H 1.73953 -3.17677 8.61725 -0.0938 -0.8403 -0.1231
H 1.23102 -2.16632 6.07387 0.1771 0.1443 -0.0936
H 0.74169 -4.46414 5.61628 -0.1002 0.0472 0.0931
C -0.95170 1.85087 -6.80910 -2.0617 -0.9074 -0.5299
C -2.40504 1.45233 -7.30835 0.1468 1.0859 0.7289
O -2.58249 0.13768 -7.75459 0.7483 -0.6405 0.0813
O -0.49817 0.93997 -5.76733 0.3222 0.4868 -0.9332
H -1.07445 2.87908 -6.46878 0.1963 -0.0352 0.3397
H -0.27719 1.89884 -7.66400 0.3564 -0.5472 0.3231
H -2.79198 2.12687 -8.07214 0.6917 0.4588 -0.3116
H -3.08251 1.67159 -6.48308 -0.0187 -0.2319 0.5487
H -3.48513 0.05662 -8.07124 -0.0193 -0.0429 -0.0474
H -0.73697 1.28280 -4.90300 -0.2181 0.2380 -0.1055
C -1.87029 4.58659 0.79539 0.2024 0.3199 0.3901
C -2.77149 3.94498 1.83726 -0.3368 0.1963 -0.0576
O -4.15421 4.08583 1.49087 0.1990 -0.6224 -0.4342
O -2.01744 4.00320 -0.47664 0.0372 -0.1843 -0.2912
H -0.81101 4.49669 1.03612 -0.0319 -0.2205 0.2750
H -2.05449 5.66048 0.76452 -0.2040 0.2733 -0.1055
H -2.66377 4.34735 2.84453 0.5634 0.1532 0.0028
H -2.53521 2.88136 1.86835 -0.3235 -0.0825 0.0016
H -4.38715 5.01417 1.41649 0.1078 0.1810 0.1635
H -2.92333 4.13388 -0.76624 -0.2007 -0.0410 0.0441
C 3.46586 3.40821 5.92921 0.3971 0.8102 -0.7882
C 4.78737 2.77120 5.63058 1.2022 0.8683 -1.1590
O 4.61070 1.47687 5.17782 -0.7849 -1.8060 -0.4278
O 2.97544 2.88876 7.07819 -1.2075 -0.5899 2.4054
H 2.70286 3.32087 5.15570 0.3704 -0.2588 -0.7176
H 3.60996 4.48216 6.04738 0.1376 0.0666 0.2589
H 5.49740 2.78005 6.45754 -0.3805 0.3248 0.4245
H 5.26034 3.32318 4.81834 0.1761 0.5015 -0.1703
H 5.39613 0.93715 5.29359 0.0478 0.1697 0.1432
H 2.62918 2.00782 6.91801 0.0328 -0.1129 0.0250

2.
51
Properties=species:S:1:pos:R:3:forces:R:3 method="wB97M-V/def2-TZVPD" total_charge=-1 homo_lumo_gap_ev=6.7 molar_mass_g_mol=1154.9 total_energy_ha=-14879.33410
Zn 2.26444 0.15210 0.22555 0.0965 0.0492 -0.1184
Se 2.78392 -0.70600 2.44251 -0.0139 -0.0637 0.0289
Se 4.05198 1.10023 3.24339 0.0056 0.0054 0.0889
Te 2.66574 3.05049 2.48476 0.0888 0.0550 -0.0289
Se 2.73225 2.56067 0.02593 -0.0243 0.0309 0.0646
S 4.07188 -0.75471 -1.39835 0.1874 0.0565 0.1134
C 5.50435 -0.22699 -0.72573 -0.0701 -0.1211 -0.2606
N 5.67018 0.50363 0.35561 -0.0125 0.1255 0.1004
C 6.99949 1.01200 0.63850 -0.0335 -0.0516 0.0041
C 7.95338 0.01230 -0.00035 0.0239 0.0285 0.0042
S 7.06211 -0.59699 -1.45908 -0.0273 -0.0703 -0.0929
H 4.86854 0.89875 0.84257 -0.0259 -0.0226 0.0333
H 7.13933 1.08342 1.71529 -0.0112 -0.0006 0.0345
H 7.11650 2.00777 0.20347 -0.0151 0.0322 -0.0408
H 8.15677 -0.82398 0.66657 0.0107 -0.0067 0.0088
H 8.88942 0.47244 -0.30786 -0.0014 -0.0039 0.0212
F -3.56336 1.89450 -1.31193 -0.0531 -0.0861 0.2387
C -2.78865 2.17647 -0.25193 -0.0283 0.0282 -0.1145
C -1.78863 1.32057 0.17498 0.0710 0.1529 0.0075
C -1.08451 1.70629 1.30640 -0.0645 0.0060 0.0571
F -0.15125 0.89280 1.81644 -0.0757 -0.0559 -0.1002
C -1.33805 2.88434 1.98201 0.0324 0.0656 0.0897
F -0.67709 3.22346 3.08818 -0.0982 -0.0521 -0.0225
C -2.32890 3.71991 1.50721 -0.0774 0.1691 0.0260
F -2.59663 4.86394 2.14008 0.0110 -0.0259 -0.0029
C -3.05961 3.36887 0.39014 -0.0548 0.0974 0.0530
F -4.03237 4.17909 -0.04277 0.0243 -0.0278 -0.0139
Ge -1.30386 -0.42426 -0.59481 -0.0361 0.0030 -0.1894
S 0.69842 -0.71804 -1.27726 -0.0018 -0.0450 0.0056
C -1.98173 -1.58878 0.83848 0.0861 -0.1869 0.0306
C -3.34052 -1.61697 1.09596 -0.0528 0.0081 0.0462
F -4.18927 -0.87215 0.36609 0.1064 0.0850 -0.1129
C -3.90031 -2.39252 2.08723 -0.0991 -0.0491 0.0908
F -5.21949 -2.39777 2.30754 0.0083 0.0139 -0.0248
C -3.07327 -3.17709 2.86626 -0.0817 -0.1304 0.1813
F -3.59375 -3.93414 3.83494 0.0050 0.0195 -0.0306
C -1.71174 -3.17539 2.64996 0.0616 -0.0485 0.0889
F -0.92354 -3.93531 3.41431 -0.0288 0.0348 -0.0477
C -1.18221 -2.38321 1.64535 0.0941 -0.0501 -0.0008
F 0.14195 -2.43485 1.49658 -0.1316 0.0792 -0.1191
C -2.40480 -0.73987 -2.21009 0.0466 -0.0242 0.0768
C -3.06237 -1.92254 -2.49632 -0.0610 -0.0479 -0.0550
F -3.11251 -2.93768 -1.61880 0.1245 0.1066 0.1597
C -3.70834 -2.14380 -3.69914 -0.0379 -0.0441 -0.0231
F -4.34493 -3.29485 -3.94012 0.0195 -0.0106 0.0305
C -3.69523 -1.15979 -4.66320 -0.1370 -0.0158 -0.2001
F -4.32058 -1.35658 -5.82662 0.0224 0.0047 0.0219
C -3.04412 0.03259 -4.42174 -0.0100 0.0412 -0.0892
F -3.04537 0.98530 -5.35832 0.0215 0.0032 0.0223
C -2.40648 0.21735 -3.21216 -0.0379 0.0893 -0.0262
F -1.79721 1.39500 -3.03568 0.2554 -0.1497 -0.0143